# 1
Molecular formula: CH3N5S
Method: DFT, ωB97M-V with the def2-TZVPD basis set

```
10
CH3N5S, DFT ωB97M-V with the def2-TZVPD basis set
N 2.55 -1.54 0.94
N 2.63 -0.78 0.15
S 2.75 0.26 -0.96
N 0.34 2.03 0.75
C -0.10 1.03 0.37
N -0.74 0.02 -0.30
N -2.12 -0.19 -0.22
H -0.20 -0.75 -0.66
H -2.46 -0.57 0.62
H -2.66 0.50 -0.69
```

Its HOMO-LUMO gap is 0.3872 hartree. The calculation puts the relative energy (zero: lowest compared OMol25 entry of this formula, charge and spin) at 0.605 eV. Its net charge is 0.



# 2
Molecular formula: C17H23F2N4O8
Method: DFT, ωB97M-V with the def2-TZVPD basis set

```
54
C17H23F2N4O8, DFT ωB97M-V with the def2-TZVPD basis set
N 0.31 -2.72 0.39
C 0.63 -1.53 0.07
N 0.37 -1.02 -1.23
N 1.25 -0.70 1.02
C 0.74 0.68 1.05
C 1.53 1.68 0.22
C 0.62 2.79 -0.33
C -0.17 3.49 0.75
O -1.25 4.28 0.14
C -2.43 3.95 0.66
O -3.09 4.67 1.34
C -2.99 2.60 0.31
C -2.96 2.20 -1.01
C -3.50 0.98 -1.34
N -4.03 0.22 -0.38
C -4.06 0.58 0.91
C -3.53 1.78 1.28
H -0.07 -3.17 -0.44
H 1.05 -0.34 -1.54
H -0.56 -0.66 -1.32
H 1.04 -1.10 1.93
H 0.73 1.02 2.08
H -0.30 0.70 0.71
H 2.30 2.17 0.81
H 2.05 1.20 -0.60
H 1.26 3.55 -0.77
H -0.03 2.44 -1.14
H 0.46 4.19 1.29
H -0.62 2.79 1.46
H -2.51 2.85 -1.74
H -3.49 0.63 -2.36
H -4.43 -0.68 -0.65
H -4.48 -0.11 1.62
H -3.54 2.08 2.32
C 0.81 -2.77 -5.57
C -0.57 -2.93 -6.17
O -1.41 -2.47 -5.11
C -0.68 -1.57 -4.40
O -1.15 -0.81 -3.60
O 0.62 -1.65 -4.70
F -0.87 -4.22 -6.44
H 1.10 -3.65 -4.99
H 1.58 -2.57 -6.31
H -0.75 -2.33 -7.06
C 4.20 -0.99 5.14
C 4.00 -2.47 4.90
O 2.59 -2.59 4.90
C 2.08 -1.40 4.50
O 0.95 -1.24 4.15
O 3.02 -0.44 4.53
F 4.52 -3.22 5.89
H 4.20 -0.75 6.20
H 5.09 -0.59 4.68
H 4.39 -2.83 3.94
```

Its HOMO-LUMO gap is 0.2472 hartree. Its net charge is +1.



# 3
Molecular formula: C36H34Cl3GeO5S4Zr
Method: DFT, ωB97M-V with the def2-TZVPD basis set

```
84
C36H34Cl3GeO5S4Zr, DFT ωB97M-V with the def2-TZVPD basis set
Zr -0.70 0.25 -2.55
C -2.85 1.41 -3.28
C -2.88 1.44 -1.86
C -1.78 2.21 -1.42
C -1.09 2.69 -2.56
C -1.75 2.19 -3.71
C -1.38 2.51 -5.13
C 0.05 3.66 -2.57
C -1.49 2.58 0.01
C -3.98 0.89 -1.00
C -3.90 0.82 -4.18
H -0.64 1.82 -5.53
H -0.97 3.52 -5.20
H -2.26 2.46 -5.78
H 0.84 3.36 -3.26
H 0.50 3.76 -1.58
H -0.29 4.65 -2.87
H -0.42 2.62 0.20
H -1.90 1.83 0.69
H -1.93 3.55 0.25
H -3.82 -0.15 -0.74
H -4.94 0.97 -1.52
H -4.06 1.47 -0.08
H -3.45 0.39 -5.07
H -4.60 1.60 -4.48
H -4.46 0.03 -3.68
O -5.75 -4.07 -4.49
C -4.79 -3.43 -4.16
S -3.65 -2.69 -5.28
C -2.53 -2.05 -4.08
C -2.85 -2.25 -2.79
S -1.90 -1.75 -1.41
S -4.35 -3.12 -2.47
S -1.12 -1.19 -4.65
O 1.14 -1.08 -2.02
C 1.26 -0.45 -0.95
O 0.34 0.38 -0.60
C 2.50 -0.61 -0.11
C 2.53 0.26 1.15
Ge 1.70 -0.57 2.71
C 2.87 -2.02 3.31
C 4.11 -2.25 2.72
C 4.95 -3.26 3.17
C 4.55 -4.07 4.23
C 3.32 -3.85 4.83
C 2.49 -2.84 4.37
C 1.56 0.73 4.16
C 2.46 1.79 4.25
C 2.40 2.70 5.30
C 1.43 2.56 6.28
C 0.52 1.52 6.20
C 0.58 0.61 5.15
C -0.07 -1.31 2.41
C -1.18 -0.46 2.36
C -2.46 -0.96 2.17
C -2.65 -2.33 2.00
C -1.56 -3.19 2.04
C -0.28 -2.68 2.24
H 3.32 -0.35 -0.78
H 2.60 -1.68 0.10
H 2.03 1.21 0.95
H 3.56 0.49 1.43
H 4.44 -1.64 1.89
H 5.91 -3.43 2.70
H 5.20 -4.86 4.59
H 3.00 -4.48 5.66
H 1.53 -2.69 4.85
H 3.23 1.92 3.50
H 3.11 3.51 5.35
H 1.37 3.27 7.10
H -0.25 1.41 6.96
H -0.15 -0.19 5.10
H -1.05 0.61 2.49
H -3.30 -0.29 2.12
H -3.64 -2.72 1.82
H -1.70 -4.25 1.88
H 0.56 -3.36 2.26
Cl 2.52 -0.61 -5.68
C 2.99 0.90 -4.91
Cl 4.74 0.93 -4.64
Cl 2.56 2.28 -5.97
C 2.21 1.09 -3.57
O 2.80 1.36 -2.55
O 0.95 0.95 -3.75
```

Its HOMO-LUMO gap is 0.2479 hartree. The calculation puts the relative energy (zero: lowest compared OMol25 entry of this formula, charge and spin) at 0.357 eV. Its net charge is -1.



# 4
Molecular formula: C32H88N8O8
Method: DFT, ωB97M-V with the def2-TZVPD basis set

```
136
C32H88N8O8, DFT ωB97M-V with the def2-TZVPD basis set
C -5.78 6.56 -2.30
O -4.47 6.65 -2.81
C -3.60 5.72 -2.28
C -3.41 5.73 -0.71
C -3.07 6.97 0.06
N -2.37 4.82 -0.38
H -6.44 7.27 -2.80
H -5.78 6.80 -1.24
H -6.09 5.56 -2.60
H -3.81 4.72 -2.65
H -2.67 6.04 -2.73
H -4.41 5.46 -0.36
H -2.05 7.27 -0.19
H -3.25 6.85 1.12
H -3.77 7.74 -0.27
H -2.79 3.90 -0.29
H -2.01 5.07 0.53
C -3.93 -0.75 1.17
O -2.66 -0.75 0.42
C -1.98 -1.98 0.44
C -0.63 -2.00 -0.33
C 0.05 -3.35 -0.38
N 0.41 -1.16 0.34
H -3.71 -0.79 2.24
H -4.50 -1.58 0.76
H -4.42 0.16 0.83
H -1.80 -2.13 1.51
H -2.62 -2.81 0.16
H -0.75 -1.68 -1.36
H 0.33 -3.74 0.60
H 0.93 -3.39 -1.01
H -0.70 -4.03 -0.80
H -0.04 -0.26 0.43
H 1.27 -1.23 -0.18
C 11.68 -9.44 -2.51
O 10.59 -9.18 -1.67
C 9.34 -9.26 -2.38
C 8.96 -7.93 -3.11
C 8.07 -7.05 -2.08
N 8.23 -8.20 -4.40
H 11.67 -8.65 -3.26
H 11.57 -10.47 -2.83
H 12.53 -9.27 -1.85
H 9.30 -10.16 -3.00
H 8.74 -9.55 -1.52
H 9.81 -7.33 -3.42
H 7.63 -6.17 -2.56
H 8.71 -6.70 -1.26
H 7.27 -7.67 -1.70
H 7.71 -9.06 -4.28
H 7.78 -7.42 -4.86
C -7.82 -6.26 -9.63
O -6.80 -5.26 -9.70
C -6.23 -4.94 -8.45
C -5.26 -3.78 -8.64
C -4.30 -3.46 -7.47
N -6.05 -2.54 -8.82
H -8.20 -6.46 -10.64
H -8.71 -6.15 -9.01
H -7.36 -7.20 -9.32
H -6.97 -4.77 -7.67
H -5.60 -5.73 -8.05
H -4.81 -3.97 -9.62
H -4.76 -3.00 -6.59
H -3.51 -2.80 -7.84
H -3.88 -4.44 -7.24
H -5.55 -1.94 -9.45
H -6.90 -2.92 -9.22
C 6.70 9.04 1.88
O 6.17 8.56 0.67
C 5.16 7.59 0.84
C 4.99 7.20 -0.62
C 4.23 8.17 -1.53
N 4.18 6.04 -0.61
H 5.92 9.71 2.25
H 7.61 9.59 1.63
H 6.97 8.30 2.64
H 5.52 6.84 1.54
H 4.38 8.21 1.29
H 5.93 6.95 -1.11
H 4.47 7.97 -2.58
H 4.57 9.21 -1.47
H 3.15 8.03 -1.41
H 3.76 5.92 -1.52
H 3.49 6.17 0.11
C 1.98 0.82 8.65
O 1.63 0.00 7.51
C 2.11 0.58 6.24
C 1.27 1.77 5.80
C -0.19 1.39 5.73
N 1.89 2.29 4.58
H 1.23 1.57 8.91
H 2.96 1.30 8.68
H 2.04 0.17 9.52
H 3.19 0.69 6.37
H 2.00 -0.25 5.54
H 1.19 2.56 6.55
H -0.43 0.33 5.77
H -0.67 1.79 4.83
H -0.72 1.83 6.58
H 2.62 2.97 4.69
H 2.31 1.51 4.08
C 7.73 -1.97 3.11
O 8.23 -1.27 1.96
C 7.24 -0.82 1.16
C 7.83 -0.12 -0.12
C 8.60 1.16 0.21
N 6.78 0.20 -1.08
H 7.23 -1.31 3.82
H 8.57 -2.38 3.67
H 7.00 -2.75 2.90
H 6.68 -1.68 0.81
H 6.53 -0.20 1.70
H 8.49 -0.87 -0.54
H 8.07 2.00 0.65
H 9.07 1.42 -0.74
H 9.33 0.88 0.97
H 7.11 0.16 -2.04
H 6.42 1.12 -0.87
C -11.28 2.16 3.41
O -11.96 1.34 4.34
C -11.92 -0.12 4.16
C -12.91 -0.79 5.18
C -12.56 -0.82 6.63
N -13.11 -2.17 4.84
H -11.45 3.21 3.66
H -11.63 2.09 2.38
H -10.20 2.00 3.47
H -12.35 -0.29 3.18
H -10.92 -0.55 4.08
H -13.88 -0.31 5.13
H -13.25 -1.33 7.30
H -12.64 0.22 6.97
H -11.57 -1.11 6.99
H -13.76 -1.99 4.10
H -13.50 -2.52 5.71
```

Its HOMO-LUMO gap is 0.3456 hartree. The calculation puts the relative energy (zero: lowest compared OMol25 entry of this formula, charge and spin) at 6.674 eV. Its net charge is 0.



# 5
Molecular formula: C2H6OS2
Method: DFT, ωB97M-V with the def2-TZVPD basis set

```
11
C2H6OS2, DFT ωB97M-V with the def2-TZVPD basis set
C -1.14 -0.04 0.24
C 0.01 0.24 -0.71
O 4.71 -0.40 -0.48
S 3.38 -0.21 0.16
S 1.19 1.39 0.02
H -0.79 -0.56 1.13
H -1.61 0.89 0.55
H -1.89 -0.65 -0.25
H -0.35 0.68 -1.64
H 0.55 -0.68 -0.94
H 3.67 0.66 1.23
```

Its HOMO-LUMO gap (spin up / spin down) is 0.2918 / 0.2646 hartree. The calculation puts the relative energy (zero: lowest compared OMol25 entry of this formula, charge and spin) at 1.954 eV. Its net charge is 0.



Number 1: F_max 2.94 eV/A, electronic energy -19368.557 eV. Number 2: F_max 1.03 eV/A, electronic energy -45771.048 eV. Number 3: F_max 0.33 eV/A, electronic energy -186836.090 eV. Number 4: F_max 3.21 eV/A, electronic energy -62902.093 eV. Number 5: F_max 0.99 eV/A, electronic energy -25886.742 eV.